This record from OMol25 describes the molecule C11H21NSi. The level of theory is ωB97M-V/def2-TZVPD.

Results
* relative energy (zero: lowest compared OMol25 entry of this formula, charge and spin): 1.817 eV
* electronic energy: -21114.8208 eV
* SMILES: CCC(C)(C)[Si](C)(C)n1cccc1
* HOMO level: -0.30535 hartree

Geometry as XYZ:
```
34
C11H21NSi | OMol25 | ωB97M-V/def2-TZVPD
C -3.41 -1.22 0.61
C -3.97 -0.09 -0.08
C -2.07 -1.13 0.42
C -2.97 0.63 -0.66
C 2.64 -2.21 0.09
C 2.54 0.60 0.25
C 0.98 -0.42 1.87
C -0.54 2.63 0.39
C -0.22 1.27 -2.44
C 1.30 -1.53 -0.35
C 1.21 -0.13 0.38
N -1.75 -0.04 -0.38
Si -0.25 0.92 -0.48
H -3.89 -2.15 0.92
H -4.98 0.32 -0.03
H -1.28 -1.60 0.94
H -2.99 1.53 -1.17
H 2.57 -3.29 -0.18
H 3.57 -2.04 -0.55
H 2.80 -2.19 1.16
H 2.77 0.69 -0.74
H 2.54 1.64 0.78
H 3.32 0.03 0.79
H 0.19 -1.02 2.01
H 1.91 -0.78 2.30
H 0.84 0.45 2.54
H -1.61 2.98 0.18
H -0.33 2.52 1.40
H 0.09 3.52 0.11
H -0.06 0.21 -2.98
H -1.20 1.61 -2.89
H 0.55 1.92 -2.76
H 1.27 -1.48 -1.43
H 0.41 -2.13 -0.02
```